1.
C21H48N4O5 | the ωB97M-V functional and the def2-TZVPD basis

Values from the calculation:
SMILES: CCCC#N.CCCC#N.CCCC#N.CCCC#N.CO.CO.CO.CO.CO
electronic energy: -1424.038979 Eh
orbital gap: 10.053 eV
max |F|: 2.73 eV/A
2S+1: 1
ΔE to the lowest compared entry with this formula, charge and spin: 135.7 kJ/mol

Geometry (Å):
C1 -3.60 -3.67 -1.41
C2 -2.46 -2.67 -1.29
C3 -2.91 -1.24 -1.55
C4 -3.80 -0.72 -0.52
N1 -4.50 -0.29 0.28
H1 -4.01 -3.75 -2.41
H2 -4.41 -3.30 -0.79
H3 -3.34 -4.66 -1.07
H4 -1.63 -2.87 -1.99
H5 -2.12 -2.77 -0.28
H6 -3.29 -1.07 -2.55
H7 -2.02 -0.64 -1.57
C5 0.62 -4.07 2.89
C6 0.46 -3.35 1.58
C7 0.04 -4.34 0.55
C8 0.93 -5.50 0.40
N2 1.61 -6.40 0.32
H8 1.01 -3.37 3.63
H9 1.39 -4.81 2.83
H10 -0.28 -4.49 3.33
H11 1.31 -2.74 1.30
H12 -0.40 -2.72 1.71
H13 0.02 -3.84 -0.40
H14 -0.95 -4.74 0.73
C9 -2.59 3.23 1.84
C10 -3.59 4.03 1.00
C11 -4.19 3.27 -0.12
C12 -3.23 2.69 -1.04
N3 -2.46 2.26 -1.75
H15 -2.04 3.91 2.50
H16 -1.76 2.79 1.26
H17 -3.07 2.49 2.49
H18 -3.11 4.99 0.69
H19 -4.35 4.32 1.73
H20 -4.91 3.88 -0.69
H21 -4.81 2.41 0.17
C13 4.78 -1.91 -1.05
C14 5.49 -0.78 -1.79
C15 4.53 0.32 -2.23
C16 3.80 0.92 -1.15
N4 3.23 1.39 -0.25
H22 4.49 -1.58 -0.06
H23 5.38 -2.82 -0.95
H24 3.89 -2.26 -1.58
H25 6.04 -1.17 -2.70
H26 6.29 -0.34 -1.22
H27 3.85 0.01 -3.02
H28 5.19 1.11 -2.62
C17 -1.20 -0.67 3.93
O1 0.16 -0.87 3.69
H29 -1.52 0.40 3.92
H30 -1.82 -1.29 3.32
H31 -1.43 -1.02 4.96
H32 0.39 -0.42 2.89
C18 1.37 3.24 2.83
O2 1.78 4.59 3.10
H33 2.09 2.50 3.20
H34 0.43 3.08 3.35
H35 1.14 3.01 1.76
H36 2.55 4.69 2.58
C19 0.76 3.64 -1.93
O3 1.08 4.60 -2.87
H37 1.48 2.83 -1.80
H38 0.69 4.13 -0.96
H39 -0.23 3.23 -2.13
H40 1.69 5.23 -2.51
C20 0.23 0.57 -3.62
O4 1.39 -0.17 -3.41
H41 -0.42 0.51 -2.73
H42 0.41 1.61 -3.83
H43 -0.33 0.10 -4.44
H44 1.70 -0.60 -4.21
C21 0.26 0.17 0.02
O5 0.92 0.30 1.31
H45 -0.64 -0.38 0.23
H46 0.00 1.17 -0.33
H47 0.92 -0.25 -0.72
H48 1.65 0.93 1.23

Löwdin population analysis, charges in e, atoms 1 to 5: -0.092, -0.262, -0.198, -0.226, 0.164

***

2.
C3H6ClOP | the ωB97M-V functional and the def2-TZVPD basis

Values from the calculation:
electronic energy: -994.503958 Eh
orbital gap (alpha / beta): 6.878 / 7.778 eV
max |F|: 5.10 eV/A
2S+1: 3
ΔE to the lowest compared entry with this formula, charge and spin: 183.0 kJ/mol

Geometry (Å):
C1 -0.53 2.26 -0.19
C2 -0.18 1.09 -0.73
C3 -0.30 -2.26 0.24
O1 1.12 0.37 1.71
P1 0.71 -0.08 0.42
Cl1 2.35 -0.46 -0.67
H1 -0.95 3.05 -0.61
H2 -0.43 2.47 0.81
H3 -0.43 0.96 -1.72
H4 -0.36 -2.67 1.26
H5 -1.23 -2.03 -0.04
H6 0.22 -2.71 -0.49

Löwdin population analysis, charges in e, atoms 1 to 5: -0.023, -0.270, -0.046, -0.359, 0.326

***

3.
C34H41MnN5O5PS | the ωB97M-V functional and the def2-TZVPD basis

Values from the calculation:
electronic energy: -3860.431587 Eh
orbital gap (alpha / beta): 6.815 / 8.714 eV
net charge: +2
max |F|: 1.01 eV/A
2S+1: 5
ΔE to the lowest compared entry with this formula, charge and spin: 0.0 kJ/mol

Geometry (Å):
Mn1 1.25 -0.45 0.42
N1 -0.89 0.25 1.16
C1 -2.05 -0.49 0.71
C2 -3.33 -0.01 0.93
C3 -4.43 -0.75 0.53
C4 -4.25 -1.99 -0.07
C5 -2.98 -2.47 -0.31
C6 -1.87 -1.70 0.06
P1 -0.21 -2.28 -0.32
C7 -0.08 -2.44 -2.12
C8 1.04 -3.08 -2.65
C9 1.22 -3.16 -4.02
C10 0.28 -2.58 -4.87
C11 -0.82 -1.92 -4.35
C12 -1.00 -1.85 -2.97
C13 -0.04 -3.93 0.39
C14 -0.22 -5.08 -0.38
C15 -0.19 -6.33 0.22
C16 0.01 -6.43 1.59
C17 0.18 -5.29 2.37
C18 0.15 -4.04 1.77
H1 -1.14 1.24 1.23
H2 -0.65 -0.04 2.11
H3 -3.46 0.95 1.43
H4 -5.42 -0.37 0.72
H5 -5.11 -2.58 -0.36
H6 -2.84 -3.43 -0.78
H7 1.76 -3.55 -1.98
H8 2.07 -3.68 -4.42
H9 0.41 -2.65 -5.95
H10 -1.56 -1.48 -5.01
H11 -1.87 -1.34 -2.57
H12 -0.39 -5.01 -1.45
H13 -0.33 -7.22 -0.38
H14 0.03 -7.41 2.06
H15 0.33 -5.37 3.44
H16 0.25 -3.16 2.38
C19 4.82 -1.34 2.25
C20 3.59 -2.08 1.75
C21 3.80 -3.58 1.67
O1 3.21 -1.57 0.42
C22 2.41 -1.77 2.67
O2 2.40 -2.10 3.81
O3 1.38 -1.10 2.12
H17 5.69 -1.62 1.66
H18 5.00 -1.61 3.29
H19 4.68 -0.26 2.19
H20 4.76 -3.80 1.21
H21 3.01 -4.05 1.09
H22 3.79 -4.00 2.67
H23 3.91 -1.82 -0.20
N2 3.43 0.64 -2.01
C23 2.19 0.27 -2.35
N3 1.85 0.19 -3.64
O4 1.31 0.01 -1.48
H24 4.13 0.88 -2.69
H25 3.60 0.89 -1.04
H26 2.52 0.29 -4.38
H27 0.99 -0.30 -3.85
C24 -3.08 3.01 -2.09
C25 -1.89 2.47 -1.30
C26 -0.82 3.54 -1.11
N4 0.44 2.99 -0.57
C27 0.81 2.76 0.67
S1 2.19 1.75 1.04
N5 0.18 3.29 1.73
C28 -1.20 3.83 1.80
O5 -2.09 3.03 1.72
C29 -1.33 5.27 2.01
C30 -2.61 5.77 2.23
C31 -2.79 7.13 2.42
C32 -1.68 7.98 2.39
C33 -0.40 7.48 2.17
C34 -0.22 6.12 1.98
H28 -3.83 2.23 -2.23
H29 -2.77 3.36 -3.08
H30 -3.55 3.84 -1.57
H31 -1.44 1.61 -1.81
H32 -2.23 2.13 -0.32
H33 -1.17 4.36 -0.49
H34 -0.56 3.98 -2.07
H35 1.02 2.51 -1.23
H36 0.57 3.01 2.62
H37 -3.46 5.10 2.25
H38 -3.77 7.53 2.60
H39 -1.82 9.04 2.55
H40 0.45 8.14 2.16
H41 0.77 5.72 1.82

Löwdin population analysis, charges in e, atoms 1 to 5: 0.682, 0.065, -0.281, -0.014, -0.032

***

4.
C20H27AsNO7P2PtS | the ωB97M-V functional and the def2-TZVPD basis

Values from the calculation:
electronic energy: -4796.127473 Eh
orbital gap: 6.256 eV
net charge: -1
max |F|: 3.06 eV/A
2S+1: 1

Geometry (Å):
Pt1 1.34 1.31 -0.08
O1 5.04 2.36 0.42
P1 4.51 0.85 0.16
O2 5.61 -0.03 -0.25
O3 3.31 0.95 -0.75
O4 4.02 0.38 1.63
P2 3.02 1.19 2.60
O5 1.96 -0.05 2.87
O6 3.67 1.54 3.87
O7 2.27 2.25 1.84
H1 5.90 2.30 0.83
H2 1.74 0.02 3.80
C1 -4.23 -2.93 -2.04
C2 -3.25 -2.71 -0.87
C3 -1.93 -3.36 -1.28
C4 -3.79 -3.42 0.38
C5 -3.11 -1.22 -0.56
C6 -4.28 -0.49 -0.33
C7 -4.25 0.87 -0.04
C8 -3.03 1.50 0.04
S1 -2.74 3.21 0.28
C9 -1.03 2.91 0.07
N1 -0.71 1.58 -0.04
C10 -1.82 0.80 -0.14
C11 -1.89 -0.57 -0.46
C12 -0.02 3.86 -0.15
C13 -0.17 5.26 -0.19
C14 0.92 6.06 -0.45
C15 2.17 5.50 -0.66
C16 2.34 4.11 -0.64
C17 1.26 3.31 -0.40
H3 -4.25 -3.99 -2.31
H4 -3.92 -2.36 -2.90
H5 -5.25 -2.64 -1.78
H6 -2.08 -4.42 -1.46
H7 -1.18 -3.25 -0.50
H8 -1.56 -2.91 -2.20
H9 -3.93 -4.49 0.18
H10 -4.74 -3.01 0.69
H11 -3.08 -3.32 1.20
H12 -5.25 -0.97 -0.41
H13 -5.16 1.42 0.11
H14 -0.95 -1.06 -0.68
H15 -1.15 5.69 -0.04
H16 0.81 7.14 -0.49
H17 3.03 6.13 -0.81
H18 3.32 3.67 -0.78
C18 1.47 -2.05 -1.52
As1 1.62 -1.21 0.28
C19 0.42 -2.33 1.44
C20 3.25 -2.17 0.72
H19 1.38 -3.13 -1.49
H20 2.41 -1.78 -2.01
H21 0.66 -1.63 -2.12
H22 0.42 -3.38 1.13
H23 -0.60 -1.96 1.47
H24 0.83 -2.26 2.44
H25 3.11 -3.23 0.47
H26 3.46 -2.08 1.78
H27 4.09 -1.76 0.17

Löwdin population analysis, charges in e, atoms 1 to 5: 0.962, -0.127, 0.158, -0.293, -0.464